Record 1
61
Properties=species:S:1:pos:R:3 method="wB97M-V/def2-TZVPD" gap_ha=0.23641 total_charge=+1 de_lowest_kcal_mol=14.6 homo_ev=-10.7
Ti -0.58433 0.59265 -1.35930
Br 4.78444 -4.31813 -2.97994
C 3.24587 -3.30693 -2.59968
C 1.98452 -3.85338 -2.82940
C 0.83725 -3.12643 -2.55909
C 0.95788 -1.83908 -2.05247
O -0.12937 -1.10738 -1.78394
C 2.22105 -1.27896 -1.80626
C 2.39306 0.03444 -1.24067
N 1.46180 0.83037 -0.83249
C 1.82510 2.12686 -0.33564
C 3.06787 2.48396 0.11518
C 3.31066 3.79524 0.57771
C 2.31072 4.72392 0.60267
C 1.00741 4.37231 0.18051
C -0.09207 5.26082 0.22148
C -1.32752 4.82740 -0.16591
C -1.47567 3.49963 -0.60108
N -0.46857 2.65792 -0.67126
C 0.76893 3.06729 -0.28058
C 3.36864 -2.02874 -2.09512
H 1.90313 -4.85583 -3.22685
H -0.14464 -3.54078 -2.73815
H 3.42713 0.36240 -1.16401
H 3.87872 1.77010 0.15005
H 4.30138 4.05300 0.92414
H 2.49672 5.72753 0.96108
H 0.05739 6.27487 0.56919
H -2.19197 5.47355 -0.13681
H -2.44697 3.11738 -0.89223
H 4.34906 -1.60710 -1.91641
C -4.40107 -1.54592 1.56855
Si -3.02984 -1.60978 0.29982
C -2.10570 -3.23431 0.41337
C -3.73588 -1.42902 -1.42096
As -1.67935 0.28940 0.84796
Si -0.08936 -0.66060 2.32742
C 1.02992 -1.99082 1.61128
C -1.08896 -1.34340 3.75516
C 0.98207 0.76203 2.92338
H -5.05170 -2.41659 1.45342
H -5.00921 -0.64946 1.44038
H -4.01968 -1.54503 2.58994
H -2.76141 -4.03547 0.05962
H -1.81689 -3.47939 1.43502
H -1.20750 -3.23802 -0.20422
H -4.48635 -2.21294 -1.55793
H -2.98289 -1.55285 -2.19745
H -4.22361 -0.46688 -1.57633
H 0.65801 -2.98823 1.84424
H 2.01658 -1.88999 2.07256
H 1.16116 -1.93533 0.53349
H -1.59164 -2.27565 3.49132
H -1.84515 -0.64008 4.10507
H -0.41770 -1.55718 4.59127
H 1.82323 0.93495 2.24968
H 1.39582 0.51343 3.90396
H 0.43021 1.69804 3.02225
O -2.06612 1.00958 -2.58485
S -1.18653 1.58477 -3.74737
N 0.20194 1.71580 -3.28476

Record 2
62
Properties=species:S:1:pos:R:3 method="wB97M-V/def2-TZVPD" gap_ha=0.24683 total_charge=-1 homo_ev=-4.6
Sc -0.76506 -0.12112 0.08008
C -0.97437 2.31701 4.02487
C -0.58578 1.53635 2.80949
N -1.36753 1.33378 1.80710
N -2.55588 1.98617 1.82130
C -3.46854 1.47991 1.00454
N -4.59304 2.24763 0.92317
S -3.47918 -0.04051 0.19962
C 0.76519 0.94793 2.72522
C 1.63897 1.00977 3.80482
C 2.88924 0.42667 3.70633
C 3.24560 -0.21289 2.53195
C 2.32674 -0.21581 1.49970
N 1.13435 0.36390 1.57741
H -2.01350 2.61079 3.94120
H -0.35980 3.21704 4.13343
H -0.84368 1.70925 4.92465
H -4.46242 3.22763 1.11622
H -5.21713 2.01292 0.17130
H 1.33116 1.49951 4.71682
H 3.57451 0.46322 4.54458
H 4.20320 -0.70023 2.41034
H 2.55134 -0.71423 0.56692
O -1.27304 -3.21753 2.71304
C -1.34323 -2.72554 1.60393
O -0.79877 -1.57490 1.29836
C -2.06240 -3.44624 0.49086
C -2.94253 -4.44728 0.90880
C -3.64780 -5.22290 0.01008
C -3.45383 -5.01057 -1.35155
C -2.58275 -4.02772 -1.78255
C -1.87518 -3.20840 -0.88480
S -0.80071 -2.00458 -1.62611
H -3.04930 -4.59667 1.97493
H -4.33626 -5.98240 0.36149
H -3.98798 -5.61069 -2.08069
H -2.43459 -3.85658 -2.84207
C 3.97391 -1.23263 -1.58600
C 3.10817 -0.45683 -2.57434
As 1.63444 0.54619 -1.76126
C 2.68942 2.07794 -1.12535
C 1.85340 3.18831 -0.48427
C 1.00345 1.36265 -3.42695
C 0.01805 0.48640 -4.19760
H 4.77220 -1.77297 -2.10075
H 3.38359 -1.97115 -1.03867
H 4.44768 -0.56973 -0.85709
H 2.64904 -1.14268 -3.28746
H 3.69696 0.26562 -3.14029
H 3.24112 2.45315 -1.98956
H 3.42274 1.69198 -0.41474
H 1.12085 3.60080 -1.17932
H 2.49433 4.00830 -0.15128
H 1.29662 2.82472 0.37945
H 1.89172 1.58289 -4.02072
H 0.53845 2.30909 -3.15736
H 0.46946 -0.45892 -4.50855
H -0.33050 1.00261 -5.09518
H -0.85250 0.24142 -3.59112
Se -2.30464 4.17890 -1.98317
C -1.56608 2.65641 -1.44706
N -1.03789 1.67489 -1.09614

Record 3
56
Properties=species:S:1:pos:R:3 method="wB97M-V/def2-TZVPD" gap_ha=0.28599 homo_ev=-7.6
Au -0.46734 -0.47204 0.07806
C -2.98668 -5.13047 -0.71818
C -2.29061 -4.32297 -1.82204
C -1.16091 -5.16453 -2.43048
C -3.30750 -3.97904 -2.91427
C -1.72970 -3.09047 -1.24898
C -1.25258 -2.09718 -0.74968
H -3.41430 -6.04822 -1.12856
H -3.78613 -4.54606 -0.26253
H -2.27542 -5.39655 0.06428
H -1.56273 -6.08274 -2.86516
H -0.42870 -5.43034 -1.66756
H -0.64494 -4.60569 -3.21154
H -3.72034 -4.89758 -3.33800
H -2.83911 -3.40692 -3.71562
H -4.12695 -3.38325 -2.51164
C -0.55964 1.98601 -2.55276
C -1.04357 2.60757 -1.27091
O -0.65194 2.19716 -0.19310
C -2.01358 3.74724 -1.32717
C -2.65539 4.12807 -0.15183
C -3.55813 5.17675 -0.16854
C -3.81351 5.85520 -1.35304
C -3.17202 5.48528 -2.52564
C -2.27682 4.42553 -2.51406
H -0.10057 1.02679 -2.32470
H 0.17825 2.64680 -3.01734
H -1.37238 1.85614 -3.26599
H -2.44366 3.58736 0.76029
H -4.06774 5.46913 0.73975
H -4.52043 6.67461 -1.36259
H -3.36931 6.01595 -3.44727
H -1.77957 4.13327 -3.42906
C -0.33726 -1.79701 5.36665
C -0.09482 -0.72902 4.35966
C 0.20404 0.61036 4.50749
C 0.31030 1.12153 3.19977
N 0.10099 0.16031 2.31743
N -0.14302 -0.95304 3.03474
C 0.62211 2.51017 2.75552
H -0.21806 -1.38920 6.36853
H 0.36396 -2.62542 5.25858
H -1.34792 -2.20022 5.28750
H 0.32707 1.13034 5.44162
H -0.38955 -1.79063 2.53080
H 0.84701 3.13931 3.61580
H -0.21194 2.94566 2.20817
H 1.48744 2.51343 2.09326
S 3.96163 1.63712 -1.58332
C 3.96189 -0.07018 -1.54634
C 2.86220 -0.51073 -0.88110
N 2.03500 0.47016 -0.40253
C 2.50096 1.64302 -0.70817
H 4.73488 -0.66189 -2.00475
H 2.58811 -1.54181 -0.71832
H 1.99815 2.55778 -0.43146

Record 4
111
Properties=species:S:1:pos:R:3 method="wB97M-V/def2-TZVPD" gap_ha=0.17467 total_charge=-1 homo_ev=-4.2
N 3.72035 0.24641 1.54889
B 3.42194 1.68183 1.99415
C 2.70350 2.46918 0.74316
C 1.11253 2.80465 0.94931
C 0.23730 1.62470 1.67612
O -0.74512 2.03587 2.52491
O 0.37404 0.17387 1.47472
H 2.94127 -0.40106 1.79972
H 3.82422 0.17189 0.51218
H 4.46658 2.14544 2.33111
H 2.71436 1.61169 2.95817
H 2.82872 1.92880 -0.30889
H 3.25666 3.51993 0.62159
H 0.62892 3.05390 -0.11024
H 1.04843 3.81135 1.58626
H -0.33222 -0.18389 0.83619
C 0.17219 -3.33221 2.63220
Br 0.45096 -5.08887 3.41992
Br 1.79065 -2.25384 2.67652
Br -0.56824 -3.45290 0.83734
H -0.57118 -2.81870 3.25086
C -0.15228 -5.95396 7.72372
Br 0.99490 -4.43595 7.31910
Br 0.54518 -7.60835 6.97486
Br -0.49767 -6.11207 9.63161
H -1.11574 -5.76477 7.23898
C 0.15581 1.23341 -3.03299
Br 1.98359 1.43769 -3.66670
Br -1.10625 1.06825 -4.50411
Br -0.01177 -0.23434 -1.76731
H -0.10010 2.15140 -2.49372
C 4.94501 -2.19510 5.36045
Br 3.36855 -3.13633 6.00304
Br 5.93318 -1.36157 6.81407
Br 6.08207 -3.34303 4.27707
H 4.59247 -1.38821 4.70956
C 9.21571 1.83789 6.26363
Br 10.85858 0.79852 6.33268
Br 8.02706 1.22024 4.85300
Br 8.32168 1.89434 7.99044
H 9.49825 2.86644 6.01611
C -2.48914 -2.98674 -3.40730
Br -4.41557 -3.20463 -3.24773
Br -1.52258 -4.24485 -2.28160
Br -1.90174 -3.07379 -5.25979
H -2.24970 -1.98232 -3.04284
C 9.21588 6.27698 5.09435
Br 10.85876 5.23762 5.16339
Br 8.02723 5.65933 3.68372
Br 8.32186 6.33343 6.82116
H 9.49842 7.30554 4.84682
C -5.15544 -1.68118 -7.18493
Br -6.08432 0.02466 -7.07824
Br -6.39535 -3.17233 -7.33781
Br -3.82796 -1.69493 -8.60687
H -4.61477 -1.81038 -6.24152
C -0.07803 -2.72701 -9.06153
Br 0.20074 -4.48368 -8.27382
Br 1.54043 -1.64864 -9.01721
Br -0.81846 -2.84771 -10.85640
H -0.82141 -2.21351 -8.44288
C -0.62379 -11.43117 6.11649
Br 1.20399 -11.22688 5.48278
Br -1.88585 -11.59632 4.64538
Br -0.79138 -12.89892 7.38218
H -0.87970 -10.51317 6.65576
C -7.28279 -1.36875 -0.77114
Br -6.90852 0.29787 -1.70195
Br -7.97965 -2.72922 -1.97437
Br -5.73693 -2.00532 0.22356
H -8.06885 -1.15649 -0.03897
C 5.42400 -1.53214 -8.69409
Br 6.57118 -0.01414 -9.09871
Br 6.12146 -3.18653 -9.44296
Br 5.07860 -1.69026 -6.78620
H 4.46053 -1.34296 -9.17883
C -5.35873 4.47169 -1.09637
Br -4.33216 6.02576 -1.65771
Br -6.19482 3.57275 -2.60539
Br -4.29169 3.24758 -0.02525
H -6.16685 4.83724 -0.45423
C -6.73739 2.00466 3.01948
Br -5.09452 0.96530 3.08853
Br -7.92605 1.38702 1.60886
Br -7.63142 2.06111 4.74629
H -6.45486 3.03322 2.77196
C -10.60872 4.88638 3.46244
Br -11.53760 6.59222 3.56912
Br -11.84863 3.39523 3.30955
Br -9.28124 4.87263 2.04049
H -10.06805 4.75718 4.40584
C -3.31717 -4.74157 -13.77510
Br -1.67430 -5.78094 -13.70606
Br -4.50583 -5.35922 -15.18573
Br -4.21120 -4.68512 -12.04830
H -3.03463 -3.71302 -14.02263
C 12.52500 7.43744 1.46937
Br 14.43447 7.06643 1.45052
Br 11.47056 5.80358 1.52320
Br 12.03920 8.65998 2.90245
H 12.28765 7.94021 0.52601
C 3.22293 2.44603 6.48478
Br 5.05071 2.65031 5.85107
Br 1.96087 2.28088 5.01366
Br 3.05535 0.97828 7.75046
H 2.96702 3.36403 7.02405
C -10.06069 3.23468 -4.55284
Br -10.24069 2.54606 -2.74245
Br -9.35588 5.04773 -4.57100
Br -9.01778 2.04132 -5.68092
H -11.06809 3.27897 -4.97970

Record 5
70
Properties=species:S:1:pos:R:3 method="wB97M-V/def2-TZVPD" gap_ha=0.24606 total_charge=+1 de_lowest_kcal_mol=0.0 homo_ev=-9.7
N -0.69220 -1.01525 7.56077
P -2.17555 -0.15111 7.45843
O -1.90387 1.14602 8.41625
C -2.04883 0.60178 5.73072
C -1.14492 1.59625 5.31252
C -1.15831 2.10561 3.99846
C -2.01038 1.57081 3.02556
C -1.91894 2.04353 1.58841
C -0.65781 1.58446 0.84267
C -0.70667 0.23433 0.13493
F -0.04009 0.32268 -1.06793
F -1.96451 -0.15633 -0.15731
C 0.04976 -0.86402 0.95318
F 1.36211 -0.58208 0.85602
F -0.30693 -0.77350 2.24227
S -0.21091 -2.68676 0.43473
F 1.30497 -2.85819 -0.01934
F -0.56968 -2.24373 -1.06081
F -1.72958 -2.55556 0.85908
F 0.17780 -3.17900 1.88544
F -0.47796 -4.17925 0.01230
C -2.94019 0.61437 3.45612
I -4.42453 -0.05476 2.09150
C -2.99689 0.14079 4.77863
P -4.38065 -1.08043 5.13976
O -3.46230 -2.19982 5.92605
Br -5.56496 -0.05118 6.74196
C -0.24597 3.25720 3.67475
O 0.01178 3.61643 2.54366
C 0.34519 4.01326 4.80374
C 0.40591 3.50165 6.02589
C -0.10860 2.13372 6.25993
O 0.35499 1.46560 7.15632
H -0.02883 -0.76871 6.83552
H -0.92972 -1.99462 7.42899
H -1.02106 1.08319 8.80523
H -2.82279 1.78890 1.04405
H -1.86992 3.13152 1.61454
H -0.43716 2.30752 0.05535
H 0.20354 1.59152 1.50646
H -3.86670 -2.44487 6.77060
H 0.77260 4.97702 4.55748
H 0.88909 4.00397 6.85384
C 2.74916 1.77665 -6.67537
C 2.50008 0.50884 -7.49127
C 1.54663 -0.51888 -6.89898
N 1.99390 -1.21770 -5.62653
C 3.46508 -1.45649 -5.61525
C 1.56731 -0.41488 -4.41011
C 0.17733 -0.91243 -4.08542
C 0.30091 -2.41934 -4.29959
C 1.25953 -2.55979 -5.48308
H 3.21018 1.58069 -5.70668
H 3.42456 2.43591 -7.21769
H 1.82067 2.32419 -6.50447
H 3.44664 0.03707 -7.75864
H 2.04605 0.79745 -8.44133
H 1.38463 -1.30385 -7.63497
H 0.58040 -0.06800 -6.67400
H 3.99057 -0.50759 -5.57883
H 3.74283 -2.01172 -6.50778
H 3.70470 -2.03639 -4.72804
H 2.26651 -0.64772 -3.60763
H 1.62146 0.64281 -4.64567
H -0.56201 -0.47914 -4.76184
H -0.11442 -0.65690 -3.07174
H -0.65730 -2.89297 -4.49918
H 0.72077 -2.89602 -3.41373
H 0.74547 -2.76666 -6.41622
H 2.00801 -3.33008 -5.32269

Record 6
66
Properties=species:S:1:pos:R:3 method="wB97M-V/def2-TZVPD" gap_ha=0.28300 total_charge=+2 de_lowest_kcal_mol=0.0 homo_ev=-13.1
Cd 0.25415 0.64396 -0.16404
C -2.19349 3.55775 -2.82644
C -3.46221 3.00486 -2.85017
C -3.71835 1.86887 -2.09793
C -2.69648 1.31461 -1.33448
N -1.47874 1.86759 -1.30262
C -1.23175 2.95511 -2.03214
C -2.90555 0.09391 -0.50005
C -4.08324 -0.64481 -0.51418
C -4.17720 -1.75763 0.30467
C -3.12064 -2.09522 1.13358
C -1.98036 -1.30260 1.10321
N -1.89233 -0.25609 0.28420
C -0.80018 -1.52554 1.99615
C -0.80514 -2.46137 3.02467
C 0.30628 -2.56169 3.84678
C 1.38617 -1.71779 3.63441
C 1.31237 -0.81293 2.58958
N 0.25378 -0.73250 1.78657
H -1.94860 4.44254 -3.39724
H -4.24961 3.45349 -3.44211
H -4.70926 1.43886 -2.09961
H -0.22504 3.35051 -1.96883
H -4.91485 -0.37455 -1.14718
H -5.07718 -2.35822 0.30147
H -3.19241 -2.95724 1.77911
H -1.66329 -3.09157 3.20291
H 0.31982 -3.28091 4.65486
H 2.26206 -1.74969 4.26729
H 2.11684 -0.11632 2.38046
N 2.19106 -2.20041 -0.12259
N 3.48985 -1.69231 -0.11269
C 3.75160 -0.41458 -0.47393
N 5.02338 -0.11066 -0.69290
N 2.70418 0.42117 -0.53708
N 2.86454 1.63787 -1.12582
O 3.94144 2.08152 -1.49095
O 1.80605 2.24556 -1.28964
H 2.02522 -2.70061 0.74120
H 2.06237 -2.81990 -0.91433
H 4.26498 -2.33758 -0.08924
H 5.72713 -0.82952 -0.69604
H 5.26324 0.82814 -0.96683
C 2.04839 1.15898 -4.27915
N 0.61669 0.99070 -4.48410
C -0.10540 1.60064 -5.49706
C -1.37628 1.16531 -5.40430
N -1.40938 0.29843 -4.33082
C -0.18772 0.18240 -3.76859
S 0.21737 -0.85242 -2.47519
H 2.54892 1.11315 -5.24277
H 2.39401 0.34055 -3.65242
H 2.25312 2.11030 -3.79078
H 0.36007 2.27281 -6.19661
H -2.24115 1.37993 -6.00595
H -2.19039 -0.25024 -4.01510
C 0.36808 4.67595 2.31198
S 0.16307 2.92581 2.60292
C -1.60480 2.82156 2.35615
O 0.77962 2.26570 1.38719
H -0.03493 4.92611 1.33138
H 1.43753 4.87544 2.34463
H -0.13226 5.23761 3.10084
H -2.11231 3.37508 3.14660
H -1.87573 1.76791 2.41985
H -1.86128 3.22173 1.37513

Record 7
60
Properties=species:S:1:pos:R:3 method="wB97M-V/def2-TZVPD" s_squared=0.769 multiplicity=2 gap_ha="0.23668 / 0.25627" total_charge=+1 homo_ev="-10.4 / -10.5"
Cr 0.80433 -1.03675 -0.32413
Cl 2.26557 -2.03449 1.17455
C 3.72372 -2.63215 0.46473
C 4.68193 -3.30984 1.19102
C 5.78727 -3.80322 0.51170
C 5.96014 -3.55509 -0.84200
C 5.00729 -2.84131 -1.54955
Cl 5.20065 -2.49829 -3.22035
C 3.84091 -2.40816 -0.90521
S 2.57149 -1.58674 -1.75490
H 4.56644 -3.45353 2.25339
H 6.51513 -4.39200 1.04636
H 6.83700 -3.91960 -1.35278
C 3.02240 2.19484 1.33942
Se 1.20695 1.52517 1.02871
C 0.67399 2.73936 -0.44009
C 1.55930 2.75173 -1.66665
Se 1.44885 1.11449 -2.78332
C 3.25690 1.18813 -3.51462
H 2.97117 3.25080 1.59601
H 3.63566 2.03923 0.45667
H 3.43377 1.63248 2.17511
H 0.65171 3.73923 0.00254
H -0.34859 2.45135 -0.69652
H 2.61055 2.88201 -1.41010
H 1.24856 3.58584 -2.29927
H 3.41877 2.15310 -3.98879
H 3.30485 0.39435 -4.25694
H 3.98940 1.00873 -2.73129
C -1.82706 -1.71557 4.29663
C -2.72371 -2.40387 3.26901
N -3.04636 -1.53324 2.15678
C -4.29563 -0.79013 2.19192
C -4.12651 0.62203 2.74825
C -2.18979 -1.30576 1.15985
S -0.73297 -2.25155 1.10301
N -2.55741 -0.41484 0.26142
C -1.86025 0.04716 -0.76119
O -0.61751 -0.21839 -0.91996
C -2.58247 0.98282 -1.62788
C -3.82672 1.47175 -1.21658
C -4.50024 2.39690 -1.98685
C -3.95200 2.84545 -3.18145
C -2.72826 2.34861 -3.60531
C -2.04838 1.42292 -2.83822
H -1.60006 -2.41134 5.10040
H -2.32530 -0.84765 4.72103
H -0.89494 -1.39931 3.83079
H -3.65640 -2.71445 3.74243
H -2.22332 -3.29497 2.88388
H -5.00332 -1.35956 2.79641
H -4.67455 -0.73310 1.16960
H -3.86914 0.59918 3.80339
H -5.05718 1.17301 2.63800
H -3.34169 1.14211 2.20304
H -4.24021 1.12048 -0.28571
H -5.45805 2.76216 -1.64906
H -4.47848 3.57650 -3.77603
H -2.30149 2.67378 -4.54053
H -1.10675 1.02918 -3.19077